[1]
ORCA calculation (ωB97M-V with the def2-TZVPD basis set) on a structure of composition C17H23Cl3O4STc.

## Properties
Energy, eV: -76796.28013
⟨S²⟩: 3.7807
Net charge: -2
Frontier orbital gap (alpha / beta), eV: 4.6 / 4.9
Highest occupied orbital energy (alpha / beta), eV: -0.213 / -0.576
Multiplicity: 4

Atoms and positions in Å:
C1 3.512 -0.332 0.870
C2 3.721 0.997 0.409
C3 3.321 1.092 -0.936
C4 4.339 2.086 1.193
C5 2.715 -0.194 -1.329
C6 2.948 -1.089 -0.186
C7 2.565 -2.486 -0.207
C8 3.849 -0.822 2.220
C9 3.604 2.226 -1.830
C10 2.845 -0.739 -2.714
Tc1 0.719 0.237 -0.614
Cl1 0.857 2.585 0.139
Cl2 0.574 -0.023 1.754
Cl3 0.367 1.168 -2.655
H1 4.234 1.891 2.265
H2 3.878 3.051 0.958
H3 5.413 2.156 0.975
H4 3.310 3.172 -1.364
H5 3.053 2.126 -2.766
H6 4.680 2.275 -2.048
H7 2.737 0.056 -3.459
H8 2.082 -1.501 -2.898
H9 3.835 -1.210 -2.818
H10 2.931 -2.995 -1.106
H11 1.333 -2.403 -0.376
H12 2.824 -3.024 0.697
H13 3.378 -0.218 3.005
H14 4.935 -0.775 2.361
H15 3.524 -1.858 2.332
O1 0.277 -1.716 -0.697
H16 -0.406 -1.912 -0.034
C11 -7.220 -0.723 2.188
C12 -6.036 -0.454 1.302
C13 -6.207 0.223 0.091
C14 -5.112 0.551 -0.697
C15 -3.823 0.200 -0.268
C16 -3.640 -0.527 0.914
C17 -4.752 -0.860 1.678
S1 -2.440 0.675 -1.310
O2 -2.571 -0.131 -2.498
O3 -2.485 2.107 -1.405
O4 -1.354 0.179 -0.375
H17 -7.641 0.205 2.604
H18 -8.026 -1.228 1.639
H19 -6.927 -1.354 3.033
H20 -7.209 0.499 -0.232
H21 -5.236 1.080 -1.637
H22 -2.642 -0.818 1.238
H23 -4.633 -1.441 2.592

natural (NBO) population analysis, charges in e, atoms 1 to 8: -0.052 -0.040 0.019 -0.635 -0.228 0.046 -0.784 -0.632

[2]
ORCA calculation (ωB97M-V with the def2-TZVPD basis set) on an isolated molecule of C5H6O.

## Properties
Energy, eV: -7324.99332
Frontier orbital gap, eV: 9.6
SMILES: C#COC(=C)C
Energy above the lowest of the compared OMol25 structures with the same formula, charge and spin, kJ/mol: 414.0
Highest occupied orbital energy, eV: -8.989

Atoms and positions in Å:
C1 -1.850 -0.809 -1.925
C2 -0.712 -0.846 -1.517
C3 1.879 -0.110 0.937
C4 0.799 0.162 0.265
C5 -0.419 0.828 0.713
O1 0.532 -0.674 -1.250
H1 -2.760 -1.263 -2.105
H2 2.637 -0.686 0.544
H3 2.008 0.341 1.844
H4 -1.134 0.127 0.776
H5 -0.303 1.347 1.707
H6 -0.677 1.582 0.011

natural (NBO) population analysis, charges in e, atoms 1 to 8: -0.422 0.318 -0.459 0.391 -0.698 -0.528 0.225 0.227

[3]
ORCA calculation (ωB97M-V with the def2-TZVPD basis set) on a cluster of 2 separate species, CHNO2S in total.

## Properties
Energy, eV: -17472.03905
Frontier orbital gap (alpha / beta), eV: 7.4 / 7.4
SMILES: O=C=O.N=S
Energy above the lowest of the compared OMol25 structures with the same formula, charge and spin, kJ/mol: 13.1
Highest occupied orbital energy (alpha / beta), eV: -8.704 / -8.706

Atoms and positions in Å:
C1 1.533 -0.404 -0.203
N1 -1.851 0.818 0.493
O1 1.956 -1.024 0.668
O2 1.139 0.071 -1.159
S1 -1.659 0.144 -0.892
H1 -1.118 0.394 1.094

Okay, here come the natural (NBO) numbers, in e, for every atom: 1.019 -0.719 -0.510 -0.508 0.391 0.327

[4]
ORCA calculation (ωB97M-V with the def2-TZVPD basis set) on an isolated molecule of C7H6INO2.

## Properties
Energy, eV: -21032.15615
Frontier orbital gap (alpha / beta), eV: 5.9 / 8.5
Energy above the lowest of the compared OMol25 structures with the same formula, charge and spin, kJ/mol: 377.1
Highest occupied orbital energy (alpha / beta), eV: -8.053 / -9.030

Atoms and positions in Å:
C1 -1.337 -0.425 0.291
C2 -0.349 -1.563 0.092
C3 -1.122 1.036 0.590
C4 1.133 -1.584 0.420
C5 0.618 0.567 -1.046
C6 -0.886 0.709 -0.753
C7 0.786 -1.001 -0.908
N1 -0.138 1.629 1.374
O1 0.229 2.747 0.969
O2 0.351 1.145 2.408
I1 2.308 -1.214 2.082
H1 -2.282 -0.798 0.211
H2 -0.696 -2.562 -0.048
H3 0.918 0.800 -2.075
H4 1.159 1.162 -0.351
H5 -1.672 0.962 -1.478
H6 0.979 -1.610 -1.779

natural (NBO) population analysis, charges in e, atoms 1 to 8: -0.226 -0.293 0.191 -0.126 -0.424 -0.235 -0.264 0.430

[5]
ORCA calculation (ωB97M-V with the def2-TZVPD basis set) on a structure of composition C20H51F6HfO28S5.

## Properties
Energy, eV: -150679.78271
⟨S²⟩: 0.7527
Frontier orbital gap (alpha / beta), eV: 5.6 / 6.0
Highest occupied orbital energy (alpha / beta), eV: -8.903 / -9.184
Multiplicity: 2

Atoms and positions in Å:
Hf1 1.351 -3.582 -3.537
C1 2.847 -3.816 1.093
F1 3.734 -3.464 0.182
F2 3.303 -4.714 1.972
F3 2.465 -2.749 1.781
S1 1.349 -4.647 0.218
O1 0.136 -4.013 0.804
O2 1.476 -4.414 -1.222
O3 1.482 -6.081 0.616
C2 2.067 -0.861 -7.565
F4 2.729 -1.915 -8.075
F5 2.515 0.316 -8.185
F6 0.753 -1.100 -7.694
S2 2.568 -0.634 -5.668
O4 2.037 -1.838 -4.978
O5 4.090 -0.634 -5.626
O6 1.929 0.639 -5.185
C3 2.307 0.448 -1.528
C4 1.320 -0.643 -1.193
C5 0.040 0.004 -0.651
O7 1.130 -1.588 -2.191
H1 2.407 1.172 -0.720
H2 1.911 1.006 -2.377
H3 3.311 0.147 -1.828
H4 1.780 -1.189 -0.369
H5 -0.698 -0.782 -0.493
H6 -0.466 0.559 -1.440
H7 0.183 0.625 0.232
O8 -1.474 2.330 2.738
S3 -1.817 0.961 3.045
O9 -1.393 -0.130 2.209
O10 -1.293 0.744 4.646
C6 -1.283 -0.573 5.149
C7 -1.624 -0.402 6.621
C8 -3.666 0.917 3.326
H8 -0.262 -0.941 5.049
H9 -1.969 -1.226 4.610
H10 -1.663 -1.355 7.150
H11 -2.636 -0.006 6.706
H12 -1.009 0.337 7.134
H13 -4.012 1.802 3.861
H14 -3.865 0.016 3.907
H15 -4.102 0.803 2.334
O11 -5.150 -2.338 -0.825
S4 -5.003 -2.293 0.592
O12 -5.360 -1.113 1.395
O13 -5.725 -3.634 1.322
C9 -5.702 -4.916 0.716
C10 -5.883 -5.957 1.867
C11 -3.279 -2.808 1.083
H16 -4.843 -5.077 0.064
H17 -6.611 -4.997 0.120
H18 -6.212 -6.966 1.620
H19 -6.714 -5.600 2.475
H20 -4.997 -6.028 2.498
H21 -2.621 -2.225 0.439
H22 -3.054 -3.875 1.065
H23 -3.005 -2.387 2.051
O14 1.799 4.486 3.802
S5 2.347 5.126 2.593
O15 3.710 4.852 2.105
O16 1.264 4.896 1.378
C12 1.665 5.230 0.050
C13 0.800 4.400 -0.857
C14 2.045 6.930 2.783
H24 2.703 4.974 -0.161
H25 1.510 6.299 -0.097
H26 -0.241 4.639 -0.638
H27 0.880 3.323 -0.710
H28 0.916 4.556 -1.929
H29 2.479 7.376 1.888
H30 2.655 7.370 3.572
H31 0.968 7.066 2.880
O17 -0.439 -2.280 -4.578
H32 -0.841 -2.421 -5.435
H33 -0.564 -1.348 -4.404
O18 5.384 -1.019 -3.292
H34 5.129 -0.612 -4.120
H35 5.557 -0.283 -2.706
O19 5.764 1.518 -1.839
H36 6.597 1.775 -2.233
H37 5.624 2.153 -1.137
O20 1.414 3.170 -4.107
H38 1.985 2.946 -3.372
H39 1.363 2.366 -4.625
O21 -0.792 0.411 -4.485
H40 -1.354 1.186 -4.451
H41 0.099 0.761 -4.497
O22 3.569 -3.136 -2.752
H42 3.990 -2.280 -2.831
H43 4.294 -3.750 -2.634
C15 3.124 0.428 2.096
C16 1.973 0.520 3.053
O23 2.388 -0.012 4.234
C17 3.728 -0.246 4.141
O24 4.342 -0.778 5.042
O25 4.195 -0.026 2.898
H44 3.430 1.444 1.846
H45 2.945 -0.110 1.165
H46 1.102 -0.105 2.854
H47 1.513 1.484 3.273
C18 -4.995 1.330 -1.283
C19 -3.663 1.162 -0.513
O26 -3.766 2.239 0.385
C20 -4.922 2.891 0.300
O27 -5.306 3.719 1.150
O28 -5.588 2.395 -0.661
H48 -5.588 0.422 -1.179
H49 -4.809 1.633 -2.314
H50 -2.736 1.360 -1.051
H51 -3.471 0.257 0.063

Löwdin population analysis, charges in e, atoms 1 to 8: 1.897 -0.644 0.144 0.143 0.148 0.578 -0.333 -0.475

[6]
ORCA calculation (ωB97M-V with the def2-TZVPD basis set) on a structure of composition C13H18NO6P2PbSTe.

## Properties
Energy, eV: -69510.09330
Net charge: -1
Frontier orbital gap, eV: 6.9
Energy above the lowest of the compared OMol25 structures with the same formula, charge and spin, kJ/mol: 0.0
Highest occupied orbital energy, eV: -4.508

Atoms and positions in Å:
Pb1 0.823 -1.009 1.041
N1 -2.767 -1.732 -1.304
C1 -1.911 -2.840 -1.781
C2 -2.635 -3.658 -2.854
P1 -0.386 -2.008 -2.349
O1 0.507 -3.273 -2.742
O2 -0.804 -1.257 -3.540
O3 0.138 -1.352 -1.099
P2 -1.439 -3.850 -0.245
O4 -2.598 -4.974 -0.091
O5 -1.547 -2.903 0.906
O6 -0.191 -4.529 -0.573
H1 -2.630 -0.865 -1.864
H2 -2.428 -1.523 -0.310
H3 -3.772 -2.019 -1.276
H4 -2.744 -2.988 -3.700
H5 -3.588 -4.042 -2.465
H6 -1.962 -4.509 -3.096
H7 0.406 -3.914 -1.994
H8 -2.326 -5.775 -0.566
Te1 -1.819 0.295 1.483
C3 -1.668 2.270 0.820
C4 -1.090 2.803 -0.293
C5 -1.104 4.249 -0.318
C6 -1.735 4.801 0.734
S1 -2.289 3.575 1.813
H9 -0.734 2.222 -1.161
H10 -0.737 4.851 -1.134
H11 -2.029 5.840 0.899
C7 1.778 1.019 0.240
C8 2.605 1.575 1.344
C9 2.171 2.646 2.144
C10 3.054 3.219 3.079
C11 4.337 2.760 3.264
C12 4.751 1.602 2.586
C13 3.883 1.024 1.673
H12 2.473 0.664 -0.550
H13 1.053 1.733 -0.131
H14 1.203 3.101 2.007
H15 2.663 4.109 3.602
H16 5.032 3.187 3.992
H17 5.791 1.257 2.737
H18 4.265 0.220 1.069

natural (NBO) population analysis, charges in e, atoms 1 to 8: 1.077 -0.777 -0.654 -0.635 2.432 -1.031 -1.147 -1.217

> energy of number 1 (C17H23Cl3O4STc)?

-76796.28013 eV